Density functional theory data (ωB97M-V/def2-TZVPD) for a molecular structure, C32H29CrN7O4PS2Se.

Positions of all 77 atoms, in Å:
Cr (-0.1353, -0.1306, 0.3171)
O (1.9107, 3.1187, 0.2535)
S (0.7084, 2.3672, 0.1694)
O (0.6697, 1.3147, -0.9083)
O (0.3403, 1.5776, 1.3909)
C (-0.6546, 3.4195, -0.1637)
C (-0.4169, 4.7801, -0.2756)
C (-1.4770, 5.6252, -0.5676)
C (-2.7475, 5.1020, -0.7473)
C (-2.9696, 3.7366, -0.6295)
C (-1.9270, 2.8681, -0.3315)
P (-2.2895, 1.0738, -0.1394)
C (-3.0449, 0.6567, -1.7343)
C (-2.5065, 1.2335, -2.8854)
C (-2.9736, 0.8643, -4.1361)
C (-3.9814, -0.0829, -4.2493)
C (-4.5226, -0.6580, -3.1091)
C (-4.0566, -0.2948, -1.8546)
C (-3.5593, 1.0693, 1.1482)
C (-3.1387, 0.9643, 2.4730)
C (-4.0649, 1.0105, 3.5017)
C (-5.4144, 1.1612, 3.2147)
C (-5.8360, 1.2832, 1.8989)
C (-4.9123, 1.2436, 0.8653)
H (0.5856, 5.1602, -0.1380)
H (-1.3071, 6.6894, -0.6564)
H (-3.5754, 5.7584, -0.9793)
H (-3.9688, 3.3453, -0.7728)
H (-1.7234, 1.9788, -2.8074)
H (-2.5518, 1.3193, -5.0224)
H (-4.3478, -0.3697, -5.2258)
H (-5.3117, -1.3933, -3.1934)
H (-4.4857, -0.7540, -0.9739)
H (-2.0878, 0.8469, 2.7011)
H (-3.7337, 0.9224, 4.5279)
H (-6.1386, 1.1863, 4.0180)
H (-6.8869, 1.4080, 1.6742)
H (-5.2544, 1.3374, -0.1572)
Se (-0.1865, -5.1754, 0.3916)
N (0.2716, -5.1627, -1.3420)
C (0.2287, -3.9089, -1.7645)
C (0.4838, -3.4794, -3.0761)
C (0.3515, -2.1209, -3.3630)
C (-0.0098, -1.2251, -2.3886)
N (-0.2609, -1.5768, -1.0853)
C (-0.1350, -2.9049, -0.7638)
N (-0.3565, -3.3667, 0.4384)
H (0.7587, -4.2006, -3.8324)
H (0.5168, -1.7534, -4.3662)
H (-0.1334, -0.1771, -2.6212)
C (5.2451, -0.8229, 1.1860)
N (3.8132, -0.9517, 1.3847)
C (2.8844, -0.6061, 0.4867)
N (3.2706, -0.0583, -0.6734)
O (1.6744, -0.8494, 0.7434)
H (5.7504, -1.1880, 2.0747)
H (5.5301, 0.2217, 1.0481)
H (5.5846, -1.4124, 0.3326)
H (3.4562, -1.4332, 2.1929)
H (4.2177, 0.2456, -0.8142)
H (2.5531, 0.3388, -1.2600)
N (0.6053, -0.4104, 3.5039)
C (-0.2832, -1.3010, 3.0327)
N (-0.8541, -1.2368, 1.8520)
C (-1.7020, -2.3673, 1.6156)
C (-2.8417, -2.2303, 0.7956)
C (-3.9512, -3.0217, 0.9877)
C (-4.0720, -3.8694, 2.0895)
C (-3.0694, -3.8447, 3.0402)
C (-1.9347, -3.0854, 2.8083)
S (-0.7175, -2.6672, 3.9943)
H (0.8776, 0.3823, 2.9427)
H (0.8032, -0.3890, 4.4883)
H (-2.7589, -1.6198, -0.0928)
H (-4.7663, -2.9581, 0.2760)
H (-4.9567, -4.4714, 2.2349)
H (-3.1747, -4.3884, 3.9708)

Total charge   +1
M   801.69 g/mol
E_tot   -6504.6353 Eh
HOMO-LUMO gap (alpha / beta)   5.3 / 7.2 eV
ΔE to the lowest compared entry with this formula, charge and spin   1.825 eV
HOMO level (alpha / beta)   -8.14 / -9.83 eV
Multiplicity   5

=====

Density functional theory data (ωB97M-V/def2-TZVPD) for 2 unconnected molecules or ions with the total composition C7H13OP.

Positions of all 22 atoms, in Å:
C (-1.6238, -0.2772, 1.0686)
C (-0.5740, -1.1849, 1.5043)
C (-1.6527, 0.1752, -0.2272)
C (-0.5651, -0.4094, -1.0683)
C (-1.0300, -1.5236, -1.9764)
C (0.1313, 0.7094, -1.9092)
C (2.2758, 1.9234, 2.4498)
O (1.1666, -2.5920, -0.1819)
P (0.4565, -1.3909, 0.2000)
H (-2.4552, -0.0266, 1.7959)
H (-0.4171, -1.5799, 2.4914)
H (-2.4820, 0.7436, -0.6745)
H (3.2368, 1.7157, 2.2390)
H (-1.7401, -2.1181, -1.3319)
H (-0.2667, -2.1130, -2.3242)
H (-1.5198, -1.2127, -2.8334)
H (1.2968, 0.8349, -1.8070)
H (-0.2909, 1.6970, -1.7023)
H (0.0381, 0.6728, -3.0776)
H (2.1774, 2.8467, 1.9474)
H (1.7491, 1.1703, 1.9304)
H (2.0890, 1.9394, 3.4871)

M   144.15 g/mol
E_tot   -691.0217 Eh
HOMO-LUMO gap (alpha / beta)   7.5 / 7.5 eV
ΔE to the lowest compared entry with this formula, charge and spin   1.832 eV
HOMO level (alpha / beta)   -8.10 / -8.10 eV

=====

Which of these has the lowest M?
C7H13OP

=====

Which of these has the lowest ΔE to the lowest compared entry with this formula, charge and spin?
C32H29CrN7O4PS2Se

=====

E_tot of number 2 (C7H13OP)?
-691.0217 Eh